No. 1
This record from the OMol25 dataset describes one molecule with the formula C3H10N2Si2 in a non-equilibrium geometry. The level of theory is ωB97M-V/def2-TZVPD.

Last column: Mulliken charge in e.
Geometry (Å):
C1 2.68920 0.27431 0.36439  -0.543
C2 1.76158 -0.62134 0.09626  -0.253
C3 -0.75487 -0.27802 1.94052  -0.900
N1 -0.98915 -0.94073 -1.09463  -0.352
N2 -0.69506 1.42791 -0.71519  -0.441
Si1 -1.70974 0.49047 -1.84471  0.231
Si2 -0.09749 -0.18516 0.18437  0.385
H1 3.71464 -0.16475 0.53657  0.227
H2 2.44246 1.42971 0.35875  0.163
H3 2.13681 -1.63598 0.01428  0.314
H4 -0.49806 -1.33190 2.20871  0.285
H5 -0.14989 0.40398 2.64109  0.266
H6 -1.78806 0.00474 2.00672  0.307
H7 -1.53598 -1.75678 -1.06741  0.273
H8 -0.15310 2.24147 -0.80372  0.249
H9 -1.25359 0.43395 -3.28947  -0.093
H10 -3.11969 0.20813 -1.53651  -0.117

Strongest force on any atom: 3.23 eV/Å
LUMO level: 0.84 eV
HOMO energy: -9.0 eV
Energy above the lowest of the compared OMol25 structures with the same formula, charge and spin: 22.7 kJ/mol
Net charge: 0
Frontier orbital gap: 9.89 eV
Energy: -808.83651 a.u.

No. 2
This record from the OMol25 dataset describes a 2-piece molecular cluster, C3H8BBrO2 overall in a non-equilibrium geometry. The level of theory is ωB97M-V/def2-TZVPD.

Last column: Mulliken charge in e.
Geometry (Å):
B1 0.22275 -1.39473 -0.01100  0.644
C1 -0.42037 1.68657 0.77288  -1.332
C2 -0.32096 1.10182 -0.65353  -0.405
C3 0.67713 0.01584 -0.64390  -0.283
O1 1.07920 -2.39053 0.16243  -0.522
O2 -1.11639 -1.68941 0.13127  -0.541
Br1 2.52787 0.53009 0.02567  -0.182
H1 -1.24558 2.31806 0.92280  0.436
H2 -0.77974 0.94751 1.51951  0.285
H3 0.43230 2.03258 1.21943  0.423
H4 -0.18355 2.02339 -1.19146  0.284
H5 -1.20356 0.75227 -1.09233  0.374
H6 0.90309 -0.41505 -2.17575  0.242
H7 0.82417 -3.25751 0.23513  0.294
H8 -1.39635 -2.26087 0.77884  0.281

Strongest force on any atom: 4.74 eV/Å
LUMO level: 0.23 eV
HOMO energy: -9.5 eV
Energy above the lowest of the compared OMol25 structures with the same formula, charge and spin: 212.7 kJ/mol
Net charge: 0
Frontier orbital gap: 9.76 eV
Energy: -2868.45864 a.u.

No. 3
This record from the OMol25 dataset describes C4H7CoO as an isolated structure in a non-equilibrium geometry. The level of theory is ωB97M-V/def2-TZVPD.

Last column: Löwdin spin population.
Geometry (Å):
C1 0.66862 1.22535 -0.74715  0.131
C2 0.56637 -0.15995 -0.16597  0.413
C3 -0.01027 -0.46369 1.15618  0.280
O1 -0.49045 -1.64167 1.48819  0.693
Co1 -2.02815 -2.50194 1.64909  2.855
H1 0.29928 2.03737 -0.11555  0.024
H2 1.38548 -0.83878 -0.42307  0.017
H3 1.57327 1.44151 -1.31585  0.026
H4 -0.78853 0.38214 1.28723  0.118
C4 -0.34531 0.31616 -1.35143  0.335
H5 -1.39633 0.51486 -1.13830  0.011
H6 -0.14012 -0.13699 -2.32081  0.016
H7 0.70613 -0.17438 1.99743  0.082

Strongest force on any atom: 4.56 eV/Å
2S+1: 6
LUMO level (spin up / spin down): -16.26 / -19.27 eV
HOMO energy (spin up / spin down): -26.0 / -25.8 eV
Energy above the lowest of the compared OMol25 structures with the same formula, charge and spin: 0.0 kJ/mol
Net charge: +3
Frontier orbital gap (spin up / spin down): 9.69 / 6.56 eV
Energy: -1612.98265 a.u.

No. 4
This record from the OMol25 dataset describes one molecule with the formula C4H8O2 in a non-equilibrium geometry. The level of theory is ωB97M-V/def2-TZVPD.

Last column: Mulliken charge in e.
Geometry (Å):
O1 0.56716 1.71427 -0.91022  -0.638
C1 1.12263 0.62724 -0.91888  0.101
C2 1.41401 -0.15062 0.25672  -0.507
C3 -0.22383 -0.74401 -0.16501  -0.754
C4 -1.30618 -0.18632 0.74566  -0.475
O2 -1.86642 1.03401 0.32305  -0.529
H1 1.30625 0.01942 -1.81591  0.386
H2 2.09388 -1.00497 0.19314  0.288
H3 1.74432 0.49250 1.10748  0.315
H4 -0.60978 -0.56236 -1.20515  0.328
H5 -0.09337 -1.81860 -0.12909  0.508
H6 -0.86086 -0.12439 1.74202  0.263
H7 -2.13652 -0.90166 0.77501  0.337
H8 -1.15129 1.60548 0.00120  0.378

Strongest force on any atom: 1.66 eV/Å
LUMO level: 0.93 eV
HOMO energy: -9.8 eV
Energy above the lowest of the compared OMol25 structures with the same formula, charge and spin: 287.9 kJ/mol
Net charge: 0
Frontier orbital gap: 10.75 eV
Energy: -307.60279 a.u.